# 1
Molecular formula: C2H3OS
Method: DFT, ωB97M-V with the def2-TZVPD basis set

- energy (a.u.) = -551.37321
- ΔE to the lowest compared entry with this formula, charge and spin (eV) = 2.786
- Kohn-Sham gap (spin up / spin down) (eV) = 4.2 / 4.2
- charge = -1

CARTESIAN COORDINATES (ANGSTROEM)
C  -1.7075  0.3292  -0.3856
C  1.2034  -0.2605  0.2647
O  -1.2639  0.7120  -1.4307
S  -2.5205  -0.0021  0.9354
H  1.2601  0.2080  -0.7386
H  1.4308  -1.2548  0.2158
H  1.5976  0.2682  1.1390

Force components x, y, z for each atom (eV/Å):
2.525 1.131 -2.551
-1.327 2.623 -0.460
-2.060 -1.189 3.010
-0.185 0.043 -0.443
0.223 0.108 0.754
0.720 -2.782 0.067
0.103 0.066 -0.377

Calculated atomic charges, method natural (NBO), unit e: number 1, C, carries 0.449; number 2, C, carries -1.249; number 3, O, carries -0.511; number 4, S, carries -0.122; number 5, H, carries 0.148; number 6, H, carries 0.137; number 7, H, carries 0.147



# 2
Molecular formula: C2H4
Method: DFT, ωB97M-V with the def2-TZVPD basis set

- energy (a.u.) = -78.56274
- ΔE to the lowest compared entry with this formula, charge and spin (eV) = 0.100
- Kohn-Sham gap (eV) = 11.6
- charge = 0

CARTESIAN COORDINATES (ANGSTROEM)
C  0.4425  -0.4949  -0.2178
C  -0.3754  0.4609  0.1978
H  1.4382  -0.2132  -0.5331
H  0.1446  -1.5236  -0.2023
H  -0.2578  1.5369  0.2373
H  -1.3920  0.2340  0.5182

Force components x, y, z for each atom (eV/Å):
0.208 1.273 0.268
-1.343 -0.127 0.168
0.106 -0.327 -0.130
0.002 -0.347 -0.072
0.893 -0.081 -0.237
0.135 -0.391 0.003

Calculated atomic charges, method natural (NBO), unit e: number 1, C, carries -0.390; number 2, C, carries -0.379; number 3, H, carries 0.194; number 4, H, carries 0.199; number 5, H, carries 0.195; number 6, H, carries 0.182



# 3
Molecular formula: C2H42O21
Method: DFT, ωB97M-V with the def2-TZVPD basis set

- energy (a.u.) = -1681.46182
- ΔE to the lowest compared entry with this formula, charge and spin (eV) = 1.010
- Kohn-Sham gap (eV) = 7.4
- charge = -2

CARTESIAN COORDINATES (ANGSTROEM)
O  1.9943  -0.0110  -0.3404
C  0.6913  -0.1420  -0.7034
C  -0.2447  -0.4900  0.4616
O  -1.5017  -0.3240  -0.1154
H  0.6743  -0.7630  -1.6004
H  0.5353  0.8680  -0.9994
H  -0.2227  0.1680  1.3246
H  -0.0867  -1.4920  0.7876
O  -2.3717  1.1340  3.1096
H  -1.9677  0.2760  3.1156
H  -2.3307  1.4910  2.2556
O  -1.6457  0.9820  -2.4214
H  -0.8117  1.3890  -2.2014
H  -1.6907  0.3460  -1.7034
O  -4.3507  -0.3330  -1.9784
H  -4.2997  -0.3950  -1.0174
H  -5.0197  -0.9660  -2.2814
O  0.9343  0.2530  4.5876
H  0.4093  0.6980  4.0006
H  0.9463  -0.7140  4.3626
O  -4.2017  -0.1170  0.6766
H  -4.3487  -0.4380  1.5546
H  -3.2627  0.0840  0.7316
O  4.9953  1.3120  -0.5664
H  4.0973  1.5310  -0.9124
H  4.9473  1.7960  0.2646
O  -1.2107  -1.6820  3.3196
H  -0.8567  -2.0290  4.1246
H  -0.4987  -1.8820  2.7536
O  2.4643  2.4670  -1.0094
H  2.2083  1.5810  -0.6784
H  2.7463  2.9390  -0.2394
O  1.2433  0.6800  -3.6034
H  2.0663  1.0440  -3.3004
H  0.9003  0.3920  -2.7974
O  1.5193  -2.4190  -2.8874
H  0.5713  -2.2880  -3.0174
H  1.9403  -1.5930  -2.7604
O  -2.5267  -2.5970  0.7656
H  -3.3907  -2.6370  0.3826
H  -2.1957  -1.6780  0.4916
O  0.3623  -3.4680  -0.7424
H  0.2203  -2.5550  -0.4724
H  0.9553  -3.3700  -1.4984
O  3.5873  -0.2630  -2.4144
H  3.2173  -0.1590  -1.5044
H  4.1253  -1.0440  -2.3454
O  -0.1217  3.2310  -1.5124
H  0.8153  3.2670  -1.5014
H  -0.3207  3.1200  -0.5944
O  2.7903  -2.3020  0.3926
H  2.4863  -1.3830  0.1306
H  2.1673  -2.8970  0.0176
O  -1.9087  2.2590  0.5226
H  -1.4487  1.4260  0.2236
H  -2.7437  2.2460  0.0516
O  0.0343  2.5840  3.2686
H  -0.8367  2.2210  3.1796
H  0.1383  2.8740  4.1526
O  2.2873  1.2340  1.8066
H  1.4873  1.5030  2.2986
H  1.8563  0.7340  1.0896
O  -1.6947  -2.0730  -2.3204
H  -1.7387  -1.6610  -1.4314
H  -2.5657  -1.9670  -2.7304

Force components x, y, z for each atom (eV/Å):
2.312 -0.186 0.736
1.144 0.691 0.858
-1.010 0.718 -2.462
-1.455 -0.566 0.930
-1.281 -0.575 0.492
-1.953 0.871 -0.574
1.019 0.340 0.399
0.334 -1.056 0.697
-0.551 0.109 2.742
0.401 -1.082 -0.199
0.088 0.827 -2.721
-0.402 0.231 -0.681
0.254 0.917 -0.352
-0.374 -0.568 0.321
-0.400 -0.333 -1.077
-0.208 -0.144 0.297
0.295 0.289 0.399
2.322 -3.406 2.919
-2.045 1.563 -2.646
-0.058 1.823 -0.003
-0.500 0.504 0.020
-0.464 -0.470 0.787
1.091 -0.011 -0.643
-0.519 0.634 0.080
0.879 -0.305 -0.212
0.252 -0.231 0.278
-1.109 0.602 0.812
-0.158 -0.222 1.234
1.133 -0.307 -2.007
0.116 0.690 -1.115
0.006 -1.012 0.393
0.122 0.349 0.881
0.391 0.803 -2.187
0.988 0.234 -0.147
-1.455 -0.765 1.680
-0.569 -2.164 -0.639
-0.091 0.404 -0.123
0.832 1.716 -0.041
0.759 0.499 0.430
-0.683 -0.059 -0.407
-0.239 -0.639 0.053
0.090 -0.572 0.591
-0.239 -0.242 -0.129
0.070 0.104 -0.247
-0.136 0.075 -0.238
-0.391 -0.133 -0.032
0.481 -0.398 0.065
-1.143 0.537 -0.791
1.797 -0.136 -0.287
-0.771 -0.105 0.966
1.183 0.421 0.761
0.185 -0.090 0.107
-0.878 -0.875 -0.410
0.556 -0.104 0.744
-0.901 0.111 -0.211
-0.021 -0.065 -0.453
1.149 0.145 -1.321
-1.309 -0.343 0.113
0.056 0.371 1.322
-1.042 0.871 1.209
0.831 0.354 0.205
1.045 -0.616 -0.767
-0.109 -0.534 -0.349
-0.120 0.095 -0.450
0.406 0.419 0.398

Calculated atomic charges, method natural (NBO), unit e: number 1, O, carries -0.959; number 2, C, carries -0.121; number 3, C, carries -0.061; number 4, O, carries -1.015; number 5, H, carries 0.156; number 6, H, carries 0.152; number 7, H, carries 0.130; number 8, H, carries 0.122; number 9, O, carries -0.993; number 10, H, carries 0.497; number 11, H, carries 0.494; number 12, O, carries -0.988; number 13, H, carries 0.466; number 14, H, carries 0.485; number 15, O, carries -0.963; number 16, H, carries 0.496; number 17, H, carries 0.445; number 18, O, carries -0.951; number 19, H, carries 0.475; number 20, H, carries 0.465; number 21, O, carries -0.985; number 22, H, carries 0.479; number 23, H, carries 0.509; number 24, O, carries -0.964; number 25, H, carries 0.492; number 26, H, carries 0.450; number 27, O, carries -0.929; number 28, H, carries 0.456; number 29, H, carries 0.481; number 30, O, carries -1.009; number 31, H, carries 0.509; number 32, H, carries 0.475; number 33, O, carries -0.938; number 34, H, carries 0.476; number 35, H, carries 0.461; number 36, O, carries -0.984; number 37, H, carries 0.502; number 38, H, carries 0.502; number 39, O, carries -1.004; number 40, H, carries 0.449; number 41, H, carries 0.493; number 42, O, carries -0.967; number 43, H, carries 0.462; number 44, H, carries 0.487; number 45, O, carries -1.012; number 46, H, carries 0.509; number 47, H, carries 0.468; number 48, O, carries -0.966; number 49, H, carries 0.484; number 50, H, carries 0.476; number 51, O, carries -1.038; number 52, H, carries 0.491; number 53, H, carries 0.460; number 54, O, carries -1.018; number 55, H, carries 0.516; number 56, H, carries 0.487; number 57, O, carries -0.968; number 58, H, carries 0.495; number 59, H, carries 0.467; number 60, O, carries -1.010; number 61, H, carries 0.463; number 62, H, carries 0.486; number 63, O, carries -0.996; number 64, H, carries 0.501; number 65, H, carries 0.471